(1)
2 unconnected molecules or ions with the total composition C2H9N2S, computed with the ωB97M-V functional and the def2-TZVPD basis.

Atoms and positions in Å:
C: -2.781 1.120 0.152
C: -1.373 -1.237 -0.136
N: -0.327 -0.426 -0.161
N: 2.901 -0.558 -0.133
S: -2.982 -0.722 0.151
H: -2.288 1.348 -0.748
H: -2.097 1.394 1.014
H: -3.836 1.488 0.237
H: -1.203 -2.260 -0.323
H: -0.473 0.565 -0.348
H: 0.700 -0.573 -0.360
H: 3.566 0.032 -0.582
H: 2.740 -0.338 0.800
H: 3.271 -1.494 -0.128

## Properties
- Net charge: +1
- 2S+1: 1
- Highest occupied orbital energy: -14.297 eV

Here are the Löwdin charges for atoms 1 to 5, given in e: -0.303, -0.403, 0.115, 0.044, 1.008

(2)
A gas-phase ion, C2H9N2S (charge +1), computed with the ωB97M-V functional and the def2-TZVPD basis.

Atoms and positions in Å:
C: -1.192 0.260 0.708
C: 0.069 0.134 0.055
N: 0.876 -1.319 0.287
N: -0.134 0.198 -1.386
S: 1.339 1.414 0.402
H: -1.645 1.262 0.601
H: -1.019 0.226 1.785
H: -1.967 -0.501 0.403
H: 0.265 -1.995 0.529
H: 1.624 -1.179 1.025
H: -0.693 -0.551 -1.852
H: -0.519 1.099 -1.645
H: 0.734 0.361 -1.834
H: 2.263 0.591 0.921

## Properties
- Structure (SMILES): C[C@@](N)([NH3+])S
- Net charge: +1
- 2S+1: 1
- Highest occupied orbital energy: -14.411 eV

Here are the Löwdin charges for atoms 1 to 5, given in e: -0.107, -0.823, 0.078, 0.161, 0.876

The structure with the most favorable energy is (1); the runner-up is 1.061 eV above it.

(1)
2 unconnected molecules or ions with the total composition C2H9N2S, computed with the ωB97M-V functional and the def2-TZVPD basis.

Atoms and positions in Å:
C: 0.790 -0.685 -0.276
C: -1.241 0.625 -0.679
N: 1.710 -0.783 0.980
N: -0.988 1.891 -0.335
S: -2.365 -0.315 0.293
H: 1.367 -0.271 -1.024
H: 0.330 -1.669 -0.428
H: -1.025 0.371 -1.707
H: 2.543 -0.288 1.266
H: 1.995 -1.798 0.953
H: -1.249 2.170 0.594
H: 1.151 -0.694 1.853
H: -0.446 2.657 -0.901
H: -2.572 -1.212 -0.588

## Properties
- Net charge: +1
- 2S+1: 1
- Highest occupied orbital energy: -11.434 eV

Here are the Löwdin charges for atoms 1 to 5, given in e: -0.123, -0.564, 0.074, 0.025, 0.845

(2)
A gas-phase ion, C2H9N2S (charge +1), computed with the ωB97M-V functional and the def2-TZVPD basis.

Atoms and positions in Å:
N: -0.614 0.215 -1.932
C: -0.627 0.314 -0.424
C: 0.265 -0.610 0.417
N: 0.171 -0.187 1.767
S: 1.620 -0.182 2.680
H: -0.499 1.112 -2.409
H: -1.364 -0.325 -2.433
H: 0.288 -0.158 -2.215
H: -0.335 1.345 0.051
H: -1.654 0.035 -0.217
H: 0.069 -1.752 0.466
H: 1.217 -0.296 0.077
H: -0.724 -0.435 2.143
H: 2.186 0.924 2.030

## Properties
- Structure (SMILES): [NH3+]CCNS
- Net charge: +1
- 2S+1: 1
- Highest occupied orbital energy: -12.053 eV

Here are the Löwdin charges for atoms 1 to 5, given in e: 0.189, -0.140, -0.347, -0.520, 0.756

The structure with the most favorable energy is (2); the runner-up is 1.219 eV above it.

(1)
A single C2H5OPS molecule, computed with the ωB97M-V functional and the def2-TZVPD basis.

Atoms and positions in Å:
C: 0.996 0.895 1.397
S: 0.570 0.947 -0.341
C: -0.256 -0.532 -0.533
O: -0.440 -1.212 0.524
P: -0.686 -1.070 -2.235
H: 1.300 0.087 2.076
H: 0.124 1.286 1.943
H: 1.812 1.624 1.461
H: -1.764 -0.038 -2.545
H: -1.656 -1.987 -1.748

## Properties
- Structure (SMILES): CSC(=O)P
- Net charge: 0
- 2S+1: 1
- Highest occupied orbital energy: -9.451 eV

Here are the Löwdin charges for atoms 1 to 5, given in e: -0.404, 0.865, -1.101, -0.138, 0.791

(2)
A molecular structure, C2H5OPS, computed with the ωB97M-V functional and the def2-TZVPD basis.

Atoms and positions in Å:
C: 2.476 -1.005 0.243
C: -2.062 0.585 -0.181
O: 0.965 1.163 0.033
P: -1.403 -1.066 0.047
S: 1.110 -0.202 -0.412
H: 2.940 -0.567 1.113
H: -1.442 1.360 -0.908
H: -1.969 1.162 0.694
H: -2.987 0.609 -0.666
H: 2.370 -2.038 0.038

## Properties
- Net charge: 0
- 2S+1: 1
- Highest occupied orbital energy (alpha / beta): -8.379 / -7.738 eV

Here are the Löwdin charges for atoms 1 to 5, given in e: -0.262, -0.555, -0.590, 0.687, 0.644

The structure with the most favorable energy is (1); the runner-up is 3.564 eV above it.